Below is an isolated ion of composition C12H20N3 and charge +1, with properties calculated with the ωB97M-V functional and the def2-TZVPD basis.

HOMO-LUMO gap, eV: 9.52
LUMO level, eV: -2.4863
ΔE to the lowest compared entry with this formula, charge and spin, kJ/mol: 235.5
HOMO level, eV: -12.008
F_max, eV/A: 4.64

```
! RIJCOSX wB97M-V def2-TZVPD def2/J DEFGRID3
* xyz 1 1
C -3.406 -1.170 0.785
C -3.481 -1.120 -0.648
C -2.300 -0.550 -1.058
N -1.606 -0.125 0.041
C -0.393 0.545 -0.107
N 0.752 -0.619 -0.564
C 0.639 -1.939 0.039
C 2.049 -2.375 0.439
C 2.956 -1.370 -0.277
C 2.168 -0.112 -0.249
C 0.062 1.584 1.343
C 0.509 2.804 0.564
C 0.056 2.741 -0.859
N -0.430 1.417 -1.117
C -2.223 -0.595 1.184
H -4.064 -1.547 1.431
H -4.303 -1.373 -1.309
H -1.978 -0.335 -2.017
H 0.608 -0.698 -1.547
H 0.339 -2.642 -0.696
H -0.011 -1.864 0.848
H 2.226 -3.396 0.028
H 2.152 -2.554 1.547
H 3.834 -1.282 0.387
H 3.103 -1.636 -1.315
H 2.155 0.353 0.753
H 2.502 0.771 -0.907
H 0.719 1.337 2.142
H -0.953 1.680 1.693
H 0.142 3.681 1.130
H 1.543 2.800 0.634
H -0.846 3.398 -1.121
H 0.736 2.977 -1.644
H -1.170 1.356 -1.786
H -2.086 -0.143 2.235
*
```

These are the natural (NBO) partial charges, in e, on atoms 1 to 2: number 1, C, carries -0.246; number 2, C, carries -0.246